[1]
# C40H42ClFO21P2S

A 6-piece molecular cluster, C40H42ClFO21P2S overall in a non-equilibrium geometry (wB97M-V/def2-TZVPD, the Open Molecules 2025 dataset).

XYZ file:
```
108
Properties=species:S:1:pos:R:3:forces:R:3:mulliken_charge:R:1
C 7.0463 -4.3225 2.2523 -0.16 0.02 0.11 -1.08
C 5.5220 -4.4359 2.1405 0.16 0.51 0.23 -0.48
S 4.6592 -2.9882 2.8679 -0.36 -0.19 -0.13 0.00
C 4.0463 -2.2311 1.3289 0.44 0.39 0.50 -1.57
P 2.9120 -0.7705 1.4853 -0.55 -0.36 0.31 0.45
F 3.6134 -0.2269 -0.0123 0.08 0.09 -0.22 -0.58
C 1.3194 -0.8921 0.5376 0.44 -0.37 -1.02 -0.10
C 1.5260 -1.7390 -0.6964 -0.77 -1.45 -0.11 -0.24
O 1.0326 -2.8567 -0.8011 0.61 1.28 0.18 -0.54
C 3.5390 0.7981 2.2085 0.42 0.08 -0.17 -1.76
C 5.0308 0.7624 2.6046 -0.50 0.73 0.17 0.79
C 5.7025 2.1106 2.3163 0.24 -0.57 0.04 -1.38
Cl 5.1326 0.4614 4.3815 0.14 -0.28 -0.09 -0.19
P 2.0655 -1.4093 3.4423 0.67 -0.23 1.09 0.24
C 0.7843 -0.1724 3.9468 0.28 -0.25 -0.36 -0.94
C 1.1132 -2.9699 3.1968 -0.34 0.43 -0.08 -1.21
H 7.3275 -3.4871 2.8838 0.00 0.13 0.15 0.33
H 7.5036 -4.1521 1.2842 0.13 -0.09 -0.16 0.28
H 7.4610 -5.2151 2.7081 0.18 -0.19 -0.12 0.33
H 5.1451 -5.2882 2.6906 -0.02 -0.22 0.05 0.46
H 5.2193 -4.5429 1.1059 -0.18 -0.05 -0.13 0.31
H 4.9126 -1.8452 0.8083 0.03 -0.05 -0.37 0.76
H 3.5642 -2.9874 0.7181 -0.23 -0.02 -0.16 0.75
H 0.5181 -1.3514 1.0974 -0.13 0.13 0.33 0.40
H 1.0657 0.1010 0.1771 0.04 0.28 0.22 0.15
H 2.1232 -1.3294 -1.5213 0.07 0.14 0.07 0.48
H 3.4327 1.5692 1.4537 -0.17 -0.02 -0.25 0.35
H 2.9814 1.1090 3.0827 -0.25 -0.06 0.11 0.81
H 5.5636 -0.0225 2.0865 0.15 -0.31 0.20 0.17
H 6.3837 2.3400 3.1244 0.17 0.21 0.06 0.47
H 6.2882 2.0268 1.4064 -0.04 0.17 -0.26 0.31
H 4.9794 2.9094 2.2126 -0.11 0.19 0.05 0.27
H 0.2223 0.2847 3.1369 -0.22 0.07 -0.05 0.11
H 0.1066 -0.6908 4.6178 -0.20 -0.07 0.02 0.53
H 1.2851 0.5810 4.5456 0.01 0.27 -0.02 0.36
H 1.4023 -3.5204 2.3088 0.13 -0.10 -0.14 0.33
H 0.0472 -2.7605 3.1359 -0.16 -0.01 -0.14 0.41
H 1.2741 -3.5846 4.0749 0.10 -0.21 0.05 0.36
C -3.1972 2.2141 0.1191 0.18 -0.03 0.16 -1.04
C -3.8284 2.9607 -0.7961 0.08 0.03 0.32 0.22
C -3.5258 2.8473 -2.2654 0.36 -0.26 -0.21 1.10
O -4.1618 3.5496 -3.0328 -0.24 0.08 0.11 -0.70
C -2.4996 1.9154 -2.6883 -0.06 0.19 -0.11 -0.89
C -1.8735 1.1653 -1.7736 -0.03 -0.02 -0.21 0.22
C -2.1925 1.2663 -0.3059 -0.39 0.27 0.26 1.24
O -1.5747 0.5443 0.4620 0.22 -0.17 -0.29 -0.65
O -0.9391 0.2773 -2.0791 0.04 -0.01 0.04 -0.63
O -4.7614 3.8470 -0.4812 -0.04 0.01 -0.12 -0.62
H -3.4078 2.2854 1.1765 -0.01 0.01 0.01 0.64
H -2.2782 1.8508 -3.7440 0.01 -0.04 0.00 0.49
H -0.6854 -0.1460 -1.2387 -0.01 -0.10 0.08 0.24
H -5.0478 4.2529 -1.3202 -0.03 0.04 -0.08 0.39
C -0.3763 4.3653 3.8104 -0.15 -0.17 -0.04 -1.24
C 0.5302 5.3523 3.8406 -0.18 -0.09 0.11 0.36
C 1.6301 5.4609 2.8152 0.10 -0.26 -0.34 0.99
O 2.3961 6.3989 2.9121 0.00 0.14 0.15 -0.63
C 1.7157 4.4443 1.7794 0.14 0.13 0.02 -0.69
C 0.8100 3.4590 1.7551 0.26 0.05 -0.17 0.20
C -0.3014 3.3668 2.7620 -0.02 0.22 0.33 1.10
O -1.0675 2.4325 2.6266 -0.18 0.01 0.12 -0.56
O 0.8014 2.4799 0.8604 -0.02 -0.01 0.01 -0.51
O 0.5383 6.3045 4.7590 0.03 0.03 -0.01 -0.58
H -1.1689 4.2784 4.5399 0.01 0.03 0.02 0.47
H 2.5171 4.5207 1.0579 -0.01 0.00 -0.02 0.57
H 0.0328 1.9146 1.0946 -0.11 -0.07 0.01 -0.02
H 1.2930 6.8841 4.5437 0.08 0.06 -0.02 0.36
C 9.6428 3.0683 -0.7146 -0.14 0.08 0.09 -1.02
C 10.5120 2.4064 -1.4902 -0.01 0.12 0.21 0.41
C 10.1024 1.7871 -2.8006 -0.40 -0.02 -0.20 1.00
O 10.9635 1.2203 -3.4450 0.20 -0.03 0.06 -0.62
C 8.7156 1.8980 -3.2142 0.14 -0.08 -0.09 -0.96
C 7.8457 2.5572 -2.4374 0.02 -0.12 -0.20 0.33
C 8.2611 3.1965 -1.1386 0.39 0.01 0.20 1.05
O 7.4070 3.7882 -0.5058 -0.22 0.00 -0.04 -0.61
O 6.5655 2.7024 -2.7403 -0.04 0.03 0.02 -0.57
O 11.7876 2.2429 -1.1786 0.04 -0.02 -0.02 -0.57
H 9.9273 3.5180 0.2259 0.03 0.00 0.00 0.44
H 8.4280 1.4378 -4.1487 -0.03 0.01 0.00 0.43
H 6.1699 3.2174 -2.0128 -0.04 0.05 0.08 0.34
H 12.1826 1.7348 -1.9119 0.04 -0.05 -0.08 0.37
C -6.8941 -0.6752 -0.7574 0.16 0.06 -0.05 -0.90
C -8.1762 -1.0733 -0.7722 0.25 -0.04 0.15 0.43
C -9.1856 -0.4440 -1.7014 0.06 0.30 -0.24 0.87
O -10.3253 -0.8700 -1.6758 -0.07 -0.14 0.12 -0.68
C -8.7483 0.6266 -2.5768 -0.15 -0.08 0.04 -1.05
C -7.4683 1.0227 -2.5573 -0.17 0.09 -0.12 0.42
C -6.4570 0.3791 -1.6459 -0.07 -0.22 0.22 0.89
O -5.3101 0.7877 -1.7011 0.01 0.01 -0.14 -0.34
O -7.0056 1.9951 -3.3282 0.07 -0.04 0.06 -0.62
O -8.6263 -2.0324 0.0158 -0.15 0.13 0.01 -0.60
H -6.1592 -1.1169 -0.0993 -0.02 -0.03 0.01 0.50
H -9.4839 1.0763 -3.2282 0.01 0.01 -0.02 0.48
H -6.0535 2.0973 -3.1403 0.05 0.05 -0.04 0.26
H -9.5729 -2.1657 -0.1813 -0.02 -0.10 -0.14 0.36
C -8.5224 -4.6682 -4.7721 0.12 -0.12 -0.11 -0.89
C -9.1953 -4.0035 -3.8236 0.00 0.08 -0.26 0.42
C -9.4331 -4.5897 -2.4577 0.14 -0.34 0.09 1.11
O -10.0295 -3.8932 -1.6587 -0.15 0.05 0.11 -0.65
C -8.9438 -5.9249 -2.1779 -0.10 0.13 0.13 -1.15
C -8.2752 -6.5923 -3.1284 -0.07 -0.02 0.22 0.36
C -8.0109 -5.9969 -4.4871 -0.12 0.41 -0.18 1.05
O -7.3816 -6.6699 -5.2797 0.07 -0.21 0.03 -0.62
O -7.7933 -7.8121 -2.9584 0.03 -0.03 -0.03 -0.57
O -9.7021 -2.7919 -4.0018 0.01 -0.04 0.08 -0.61
H -8.3430 -4.2569 -5.7551 -0.01 0.02 0.00 0.44
H -9.1338 -6.3400 -1.1985 0.02 -0.02 0.00 0.43
H -7.3548 -8.0501 -3.7969 0.05 -0.02 -0.09 0.37
H -10.1552 -2.5469 -3.1694 -0.04 0.06 0.04 0.31
```
Positions in Å, forces in eV/Å.

Values from the calculation:
Highest occupied orbital energy ... -0.274 Eh
Gap between HOMO and LUMO ... 5.682 eV
Structure (SMILES) ... CCSCP(F)(CC=O)(C[C@@H](C)Cl)P(C)C.O=C1C=C(O)C(=O)C=C1O.O=C1C=C(O)C(=O)C=C1O.O=C1C=C(O)C(=O)C=C1O.O=C1C=C(O)C(=O)C=C1O.O=C1C=C(O)C(=O)C=C1O
Spin multiplicity ... 1

[2]
# C40H42N5O2RuSi

C40H42N5O2RuSi as an isolated structure in a non-equilibrium geometry (wB97M-V/def2-TZVPD, the Open Molecules 2025 dataset).

XYZ file:
```
91
Properties=species:S:1:pos:R:3:forces:R:3:lowdin_spin:R:1
Ru -0.1661 -1.9616 0.8629 0.71 -0.75 1.08 2.28
C 1.6853 -4.1500 -0.4963 0.12 0.03 -0.14 0.03
Si 1.6917 -4.5078 1.3356 -0.11 0.11 0.01 0.05
C 3.4423 -4.7673 1.9070 0.31 0.05 0.07 0.01
C 0.6899 -6.0148 1.6830 -0.10 -0.31 0.16 0.01
N 0.9490 -3.0797 2.0997 -0.42 0.39 -0.41 0.32
C 1.0151 -2.7875 3.4524 0.11 -0.26 0.03 0.01
C 1.5579 -3.6742 4.3984 -0.01 -0.06 -0.18 0.05
C 1.6016 -3.3640 5.7426 -0.04 0.10 0.06 -0.01
C 1.1002 -2.1460 6.1882 0.02 -0.03 0.01 0.06
C 0.5484 -1.2476 5.2845 -0.01 0.06 0.06 -0.01
C 0.5088 -1.5729 3.9430 -0.06 0.03 -0.03 0.05
O -0.0209 -0.7424 2.9758 0.15 -0.11 -0.02 0.08
C -0.6058 0.4654 3.3445 0.00 -0.12 -0.09 0.00
C 0.1663 1.6088 3.3535 0.06 0.16 -0.03 0.00
C -0.4438 2.8213 3.6503 -0.03 0.00 0.01 0.00
C -1.8048 2.8695 3.9289 0.02 -0.04 -0.02 0.00
C -2.5600 1.7022 3.9151 0.01 0.01 0.00 0.00
C -1.9580 0.4854 3.6201 -0.20 0.03 0.09 0.00
H 1.7247 -5.0985 -1.0427 0.04 0.08 0.04 0.00
H 2.5432 -3.5464 -0.8075 -0.08 -0.04 0.02 0.00
H 0.7791 -3.6437 -0.8342 -0.15 0.03 -0.12 0.02
H 4.0567 -5.1011 1.0641 -0.03 0.02 0.09 0.00
H 3.4867 -5.5441 2.6751 0.07 0.07 -0.05 0.00
H 3.9001 -3.8625 2.3200 -0.02 -0.08 -0.05 0.00
H 0.9491 -6.8049 0.9697 -0.05 0.04 0.10 0.00
H -0.3704 -5.7892 1.5867 -0.11 -0.04 -0.04 0.01
H 0.8654 -6.3993 2.6936 -0.06 0.03 -0.13 0.00
H 1.9335 -4.6318 4.0572 -0.02 0.07 0.06 0.00
H 2.0180 -4.0738 6.4459 -0.01 0.03 -0.03 0.00
H 1.1312 -1.8927 7.2403 -0.01 -0.01 -0.05 0.00
H 0.1492 -0.3001 5.6236 0.02 -0.04 -0.01 0.00
H 1.2254 1.5448 3.1328 -0.04 0.00 0.01 0.00
H 0.1477 3.7281 3.6683 -0.02 -0.03 -0.01 0.00
H -2.2756 3.8166 4.1598 0.01 -0.03 0.00 0.00
H -3.6191 1.7361 4.1399 0.04 0.01 -0.01 0.00
H -2.5179 -0.4443 3.6132 0.03 0.06 -0.01 0.00
C 0.6998 9.0444 -7.2909 0.07 -0.07 0.02 0.00
O 1.7368 8.1241 -6.9668 -0.08 0.14 -0.06 0.00
C 1.4483 7.1322 -6.1033 -0.03 0.05 -0.02 0.00
C 0.2040 6.9502 -5.5089 -0.04 -0.08 0.07 0.00
C 0.0185 5.8872 -4.6353 -0.11 0.08 -0.01 0.00
C 1.0474 5.0042 -4.3460 0.01 -0.16 0.12 0.00
C 2.2937 5.2052 -4.9452 0.11 -0.04 -0.01 0.00
C 2.4936 6.2535 -5.8116 0.10 -0.06 0.00 0.00
C 0.8720 3.8714 -3.4321 0.01 0.04 -0.04 0.00
N 1.8381 3.1181 -2.9559 -0.04 -0.07 0.07 0.00
C 1.2108 2.1820 -2.1764 0.46 -0.08 0.00 0.00
C -0.1458 2.3639 -2.1697 -0.33 0.17 -0.05 0.00
N -0.3534 3.4595 -2.9743 -0.14 -0.01 0.01 0.00
C -1.0455 1.5649 -1.4009 -0.01 0.16 -0.09 0.00
C -2.4199 1.8043 -1.2281 0.12 0.19 -0.25 0.01
C -3.1388 1.0042 -0.3907 -0.17 -0.18 0.18 0.00
C -2.5093 -0.0814 0.2255 -0.15 0.04 0.20 0.03
N -1.2336 -0.3614 0.0363 0.01 0.31 -0.26 0.03
C -0.4785 0.4854 -0.7157 0.28 0.02 -0.01 0.01
C 0.9581 0.2867 -0.7002 -0.30 -0.03 0.06 0.00
N 1.4190 -0.7104 0.0922 0.26 0.27 -0.18 0.02
C 2.7249 -0.8440 0.2389 0.03 -0.10 0.00 0.00
C 3.6497 -0.0238 -0.4184 0.07 -0.16 0.14 0.00
C 3.1968 0.9647 -1.2466 -0.07 0.20 -0.17 0.00
C 1.8116 1.1436 -1.3928 0.15 0.17 -0.13 0.00
H 1.1309 9.7489 -7.9936 0.03 0.01 -0.02 0.00
H 0.3578 9.5807 -6.4038 0.01 0.00 0.02 0.00
H -0.1432 8.5342 -7.7603 -0.01 -0.01 -0.01 0.00
H -0.6151 7.6237 -5.7100 0.00 -0.02 0.01 0.00
H -0.9557 5.7787 -4.1697 0.03 0.02 -0.02 0.00
H 3.1004 4.5192 -4.7184 -0.04 0.04 -0.01 0.00
H 3.4542 6.4181 -6.2846 -0.06 -0.01 0.03 0.00
H -1.2385 3.8379 -3.2601 -0.01 0.02 -0.01 0.00
H -2.9035 2.6300 -1.7379 0.05 -0.01 0.03 0.00
H -4.1906 1.1804 -0.2113 0.03 -0.03 0.02 0.00
H -3.0475 -0.7590 0.8723 0.17 0.26 0.02 0.01
H 3.0501 -1.6354 0.9029 0.01 0.00 0.00 0.00
H 4.7078 -0.1804 -0.2590 -0.03 -0.02 0.01 0.00
H 3.8752 1.6233 -1.7770 -0.07 -0.04 0.03 0.00
C -3.3288 -5.0062 0.7770 -0.08 0.02 0.06 0.02
C -2.8446 -3.6218 0.3220 0.06 0.15 0.03 0.08
C -2.2685 -3.7414 -1.0955 0.03 -0.10 0.02 0.02
C -4.1044 -2.7216 0.2445 -0.07 -0.09 -0.12 0.04
C -1.8097 -3.0605 1.3005 -0.66 -0.16 -0.29 0.67
H -4.0659 -5.4047 0.0709 0.06 0.05 0.07 0.00
H -3.8026 -4.9430 1.7606 0.03 -0.03 -0.04 0.00
H -2.5135 -5.7240 0.8375 0.12 -0.02 0.03 0.00
H -3.0590 -3.9132 -1.8327 0.04 -0.04 0.07 0.00
H -1.5605 -4.5722 -1.1639 0.01 0.07 0.01 0.00
H -1.7489 -2.8247 -1.3893 0.02 0.08 -0.05 0.01
H -4.9375 -3.2724 -0.2053 0.10 0.02 0.03 0.01
H -3.9284 -1.8388 -0.3781 -0.17 -0.32 0.02 0.00
H -4.4176 -2.3970 1.2418 -0.03 -0.02 -0.05 0.00
H -2.0151 -3.3176 2.3419 0.08 -0.06 0.04 0.04
```
Positions in Å, forces in eV/Å.

Values from the calculation:
Net charge ... +1
Highest occupied orbital energy (spin up / spin down) ... -0.331 / -0.374 Eh
Gap between HOMO and LUMO (spin up / spin down) ... 5.825 / 6.436 eV
Energy relative to the best compared isomer or geometry (same formula, charge and spin) ... 0.0 kcal/mol
⟨S²⟩ ... 6.03
Spin multiplicity ... 5